No. 1
8
Properties=species:S:1:pos:R:3:forces:R:3:nbo_charge:R:1 method="wB97M-V/def2-TZVPD" orbital_gap_ha="0.2134 / 0.2131" max_force_ha_per_bohr=0.1150 multiplicity=1 energy_ha=-474.4858 e_lumo_ev="-1.3 / -1.3" e_above_lowest_ev=5.113
C -0.7175 -0.1444 -0.1122 1.8 -1.8 -0.5 0.000
C 1.5682 0.1549 0.1320 -3.9 3.9 -2.1 -0.518
N -1.9475 0.1087 -0.0161 0.9 -0.2 0.5 -0.760
P -3.5319 0.1881 0.1240 1.4 0.2 -0.2 0.451
H -0.2250 -1.0652 -0.4731 -1.9 0.3 -0.1 0.187
H 1.6687 0.2666 -1.0109 0.2 -0.5 2.2 0.221
H 1.9634 -0.5995 0.7366 0.3 -1.3 0.5 0.195
H 1.2215 1.0909 0.6198 1.3 -0.6 -0.3 0.223



No. 2
11
Properties=species:S:1:pos:R:3:forces:R:3:nbo_charge:R:1 method="wB97M-V/def2-TZVPD" charge=+1 orbital_gap_ha=0.3832 max_force_ha_per_bohr=0.1116 multiplicity=1 energy_ha=-1108.8367 e_lumo_ev=-4.7 smiles="N/C=[NH+]/C(Cl)Cl" e_above_lowest_ev=0.213
C 0.7431 -0.4218 -0.3811 -3.0 3.0 3.8 0.423
C -1.5347 -0.0144 0.6190 -1.6 -0.6 -0.7 -0.065
N 1.9110 0.0574 -0.5637 2.4 1.4 -1.4 -0.670
N -0.1468 0.2246 0.5053 2.2 -2.2 -1.8 -0.577
Cl -2.3165 1.1652 -0.5040 -0.2 -0.3 0.3 0.003
Cl -1.9790 -1.6877 0.1691 0.2 0.8 0.4 0.040
H 0.4737 -1.3575 -0.7935 -0.5 -0.7 -0.4 0.260
H -1.8808 0.2410 1.6415 0.2 -0.5 -0.7 0.258
H 2.5167 -0.3579 -1.2687 -0.2 -0.3 0.3 0.444
H 2.2580 1.0078 -0.3273 -0.8 -0.9 0.3 0.447
H -0.0446 1.1434 0.9034 1.4 0.4 -0.3 0.437



No. 3
18
Properties=species:S:1:pos:R:3:forces:R:3:nbo_charge:R:1 method="wB97M-V/def2-TZVPD" orbital_gap_ha=0.3217 max_force_ha_per_bohr=0.0423 multiplicity=1 energy_ha=-327.0476 e_lumo_ev=1.1 smiles="N/C=C/CCCO" e_above_lowest_ev=2.279
C -1.2593 -0.2428 1.8398 -1.2 0.9 0.4 -0.070
O -2.6104 0.2461 1.7022 0.1 -0.1 -0.1 -0.729
C -0.2440 0.7409 1.3352 1.3 -0.3 -1.2 -0.423
C -0.1288 0.8723 -0.2236 0.4 -0.4 2.1 -0.419
C 0.3187 -0.3828 -0.8902 0.4 -1.0 -0.9 -0.320
C 1.5107 -0.5589 -1.4946 -0.8 1.3 0.5 0.023
N 1.7136 -1.3206 -2.6283 0.9 -0.8 -0.2 -0.817
H -1.2865 -1.1654 1.2644 0.5 0.0 0.0 0.189
H -1.0779 -0.4519 2.8962 0.1 -0.3 0.0 0.162
H -2.7193 0.9836 2.3065 0.0 0.1 0.0 0.459
H -0.1741 1.7554 1.7398 -1.1 -0.1 0.5 0.203
H 0.7433 0.3645 1.6244 0.0 -0.3 0.0 0.202
H 0.6243 1.6500 -0.2648 0.2 0.2 -0.9 0.202
H -1.0467 1.2312 -0.6823 -0.1 0.1 0.0 0.220
H -0.3466 -1.2368 -1.0209 -0.6 0.6 -0.4 0.194
H 2.3623 -0.0104 -1.0886 0.1 0.3 -0.7 0.170
H 1.0126 -1.3070 -3.3490 -0.4 0.1 0.4 0.382
H 2.6079 -1.1674 -3.0661 0.1 -0.2 0.2 0.373



No. 4
8
Properties=species:S:1:pos:R:3:forces:R:3:nbo_charge:R:1 method="wB97M-V/def2-TZVPD" orbital_gap_ha=0.3204 max_force_ha_per_bohr=0.1091 multiplicity=1 energy_ha=-5392.8312 e_lumo_ev=-0.7 e_above_lowest_ev=1.520
C -0.3422 0.6308 -0.6859 -0.5 -2.0 1.7 -0.018
C 1.1439 0.5600 0.5102 3.1 0.6 3.2 0.855
C -0.4950 -0.5817 -0.0398 -2.2 -1.8 -2.3 -0.307
N 0.8686 1.2566 -0.4168 -1.0 2.3 -5.0 -0.524
O 1.5497 0.2153 1.5056 1.3 -1.1 3.2 -0.438
Br 0.8159 -2.0656 -0.0949 -1.3 0.9 -0.1 0.130
Br -2.3555 -1.1962 0.2075 1.3 0.3 -0.1 0.075
H -1.1855 1.1808 -0.9858 -0.9 0.8 -0.5 0.227



No. 5
17
Properties=species:S:1:pos:R:3:forces:R:3:nbo_charge:R:1 method="wB97M-V/def2-TZVPD" orbital_gap_ha=0.4069 max_force_ha_per_bohr=0.0545 multiplicity=1 energy_ha=-309.7946 e_lumo_ev=1.0 smiles=O[C@H]1[C@@H]2CC[C@H]1C2 e_above_lowest_ev=1.299
C 0.4601 -0.7317 -0.5754 0.1 0.9 1.7 0.097
C -0.6052 0.4329 -0.7014 -1.3 -0.4 -1.7 -0.254
C -1.6509 0.0277 0.3405 0.6 0.3 0.3 -0.396
C -0.6413 -0.3340 1.5047 -2.1 1.2 1.4 -0.418
C 0.6542 -0.0253 0.8588 0.4 0.6 -2.4 -0.218
C 0.2538 1.3589 0.1084 0.6 0.5 1.9 -0.398
H 1.2609 -0.8039 -2.2904 -0.4 -0.2 -1.7 0.466
H 0.1557 -1.7793 -0.4364 -0.5 0.2 -0.4 0.157
H -1.0202 0.7706 -1.6942 0.5 -0.5 0.9 0.206
H -2.4034 0.8194 0.5687 0.8 -0.4 0.0 0.207
H -2.1898 -0.8295 0.0570 -0.8 -1.2 -0.5 0.202
H -0.8209 0.4631 2.2592 0.2 -0.8 0.1 0.205
H -0.8145 -1.3204 1.9771 0.3 0.4 -0.5 0.215
H 1.5573 -0.1665 1.4236 0.4 0.1 0.2 0.218
H -0.3383 2.1293 0.7702 1.3 -1.3 -1.3 0.194
H 1.0812 1.8259 -0.4410 -0.2 -0.2 0.3 0.225
O 1.5884 -0.6849 -1.4259 0.2 0.6 1.8 -0.709



No. 6
34
Properties=species:S:1:pos:R:3:forces:R:3:nbo_charge:R:1 method="wB97M-V/def2-TZVPD" orbital_gap_ha=0.2950 max_force_ha_per_bohr=0.1025 multiplicity=1 energy_ha=-652.9182 e_lumo_ev=0.7 e_above_lowest_ev=4.577
C 2.9927 -0.0369 0.2844 1.1 -1.0 -1.8 0.579
C -2.9694 0.6043 -0.1553 -1.7 1.6 1.7 -0.420
C -2.4771 -0.3663 -1.1066 3.7 -1.1 -3.6 -0.419
C -1.9034 0.9670 0.8872 0.5 2.9 1.3 -0.425
C -2.1334 -1.6084 -0.3058 -2.5 1.0 2.6 -0.212
C -1.5074 -0.2506 1.6709 0.9 -0.9 1.0 -0.223
C 1.7855 0.8016 -1.7784 -0.1 -2.4 1.3 -0.633
C 1.9729 2.1372 0.3887 -0.1 2.5 -0.2 -0.630
C 0.1986 -1.5326 0.4166 -1.0 1.2 -1.1 0.353
C 2.4009 0.9499 -0.4077 -0.6 -0.3 1.6 -0.201
N 0.7495 -1.9757 -0.6597 0.9 -1.0 1.2 -0.835
N -1.0932 -1.2369 0.6612 -1.3 -1.5 0.1 -0.420
O 3.2761 -1.3009 -0.1943 -1.0 -0.1 -0.7 -0.785
O 3.6687 0.0716 1.4486 1.3 -1.8 0.6 -0.701
H -3.3983 1.5113 -0.6007 0.2 -0.2 0.0 0.226
H -3.8369 0.0338 0.3229 0.8 1.2 -0.1 0.197
H -3.0823 -0.4564 -2.0344 -0.1 -0.5 0.9 0.231
H -1.3938 -0.1326 -1.6083 -2.3 0.2 1.2 0.205
H -0.9832 1.4474 0.4432 -0.8 -1.0 -0.2 0.221
H -2.1433 1.8683 1.5816 -0.5 -1.7 -0.9 0.223
H -3.0754 -1.9908 0.2754 1.5 0.9 -0.7 0.185
H -1.8764 -2.4456 -0.8253 1.2 -2.0 -1.8 0.210
H -0.7130 -0.1470 2.4425 0.2 0.5 -1.0 0.223
H -2.2767 -0.6324 2.3705 -0.4 -0.1 -1.0 0.203
H 1.6597 -0.3774 -1.9775 0.5 3.1 -0.3 0.240
H 2.4719 1.4142 -2.3359 0.0 -0.3 -1.4 0.223
H 0.7959 1.2790 -1.7833 0.1 -0.2 -0.1 0.195
H 2.3752 2.3114 1.3815 0.4 -0.6 0.1 0.229
H 1.9206 3.1889 -0.0323 1.2 -1.0 -0.5 0.203
H 0.9222 2.1201 0.4998 -1.6 -0.8 0.6 0.185
H 0.7463 -1.0810 1.2168 1.3 0.0 0.2 0.178
H 2.4340 -1.7592 -0.5669 0.6 0.8 0.6 0.522
H 0.2809 -2.5547 -1.3354 -0.8 0.4 0.0 0.373
H 4.2115 -0.8205 1.4160 -1.5 2.5 0.4 0.503